{
  "formula": "C7H13Cl2N2",
  "method": "wB97M-V/def2-TZVPD",
  "symbols": ["C", "C", "H", "Cl", "N", "H", "C", "N", "H", "H", "H", "C", "Cl", "H", "H", "C", "H", "C", "H", "H", "C", "H", "H", "H"],
  "coordinates": [[2.702, 1.156, -0.067], [-1.452, -1.176, -0.599], [4.378, 0.124, 0.429], [3.535, 2.642, 0.253], [3.406, 0.011, 0.187], [0.478, 0.458, 1.828], [0.254, -0.492, 1.310], [1.544, 1.253, -0.627], [-1.237, -1.474, -1.650], [0.371, 0.303, -2.072], [1.308, -0.789, -0.855], [-1.233, 1.143, 0.332], [4.453, -2.348, -0.361], [-1.916, 1.335, -0.376], [-1.355, -2.211, -0.124], [3.102, -1.251, -0.209], [-2.567, -0.924, -0.529], [-0.469, -0.148, 0.031], [1.075, -1.056, 1.060], [-1.757, 0.983, 1.313], [0.663, 0.139, -0.988], [-0.593, 1.971, 0.427], [-0.429, -1.298, 1.909], [1.014, 2.122, -0.528]],
  "forces_ev_per_angstrom": [[0.06, 1.17, -0.20], [-0.53, -2.22, 0.39], [0.53, 0.82, 0.30], [-0.42, -1.02, 0.15], [1.62, -0.87, -0.53], [0.01, -0.92, 0.33], [-3.59, -1.55, 1.74], [-0.75, -0.35, 0.96], [-0.06, 0.83, 0.41], [0.07, -0.14, 1.36], [-0.81, 1.16, -1.14], [0.56, -2.14, 2.93], [-0.83, 1.64, 0.62], [-2.60, 0.86, -2.62], [-0.09, 1.40, -0.14], [-0.40, -1.28, -0.58], [1.74, 0.00, 0.00], [-0.75, 1.64, -1.07], [2.24, -1.17, -0.06], [0.35, 0.41, -0.90], [0.46, -2.21, -1.24], [0.81, 1.27, 0.46], [1.53, 2.47, -0.82], [0.86, 0.21, -0.34]],
  "charge": 1,
  "de_lowest_kcal_mol": 59.5,
  "e_homo_ev": -13.198,
  "lumo_ev": -5.459,
  "mol_weight_g_mol": 196.10
}

{
  "formula": "C7H13Cl2N2S",
  "method": "wB97M-V/def2-TZVPD",
  "symbols": ["N", "H", "C", "C", "Cl", "H", "H", "H", "C", "H", "H", "S", "H", "H", "H", "Cl", "N", "C", "H", "H", "H", "C", "C", "H", "C"],
  "coordinates": [[-0.648, -0.428, 0.821], [1.037, -1.426, 2.612], [-3.428, 2.078, -0.691], [1.804, 0.569, -0.603], [-0.839, -2.974, 0.032], [3.594, 1.431, 0.234], [-4.307, 2.204, -0.117], [0.772, 0.536, -0.527], [-0.151, -1.662, 0.885], [1.198, -2.969, 1.836], [1.719, -0.691, -2.372], [-1.867, 1.705, 0.200], [0.005, 0.329, 1.190], [-3.343, 2.977, -1.454], [3.220, 0.431, -2.242], [1.681, 2.144, 1.623], [-2.638, -1.018, 0.014], [1.073, -1.888, 1.683], [-3.589, 1.185, -1.215], [-3.576, -0.812, -0.439], [3.136, -1.191, -1.329], [-1.804, -0.096, 0.287], [2.502, 1.368, 0.180], [1.946, -1.602, 1.099], [2.502, -0.200, -1.710]],
  "forces_ev_per_angstrom": [[5.25, -2.49, 2.57], [-0.01, 1.22, 1.62], [1.22, 1.60, -1.46], [2.73, 0.20, -0.84], [1.04, 0.70, 0.85], [-0.58, 0.27, -0.13], [-0.51, 0.43, 1.24], [-1.51, 0.03, -0.21], [-0.63, 0.39, -0.43], [-0.14, 0.33, 0.02], [1.13, 0.98, 0.39], [-0.48, 0.32, -0.17], [-1.06, -0.90, -0.12], [0.28, -1.96, 1.75], [-0.35, -0.28, -0.16], [0.55, -0.61, -1.31], [-1.05, 1.06, -0.65], [0.12, -2.18, -1.76], [-0.31, -1.11, -1.37], [1.77, 0.26, 0.91], [-1.52, 2.64, -0.60], [-5.93, 1.83, -2.40], [-0.31, -0.01, 1.88], [0.11, 0.41, -0.02], [0.17, -3.12, 0.39]],
  "charge": 1,
  "de_lowest_kcal_mol": 11.4,
  "e_homo_ev": -13.044,
  "lumo_ev": -5.297,
  "mol_weight_g_mol": 228.17
}

{
  "formula": "C7H13Cl2N5",
  "method": "wB97M-V/def2-TZVPD",
  "symbols": ["H", "N", "H", "H", "H", "C", "C", "H", "H", "H", "H", "N", "H", "H", "C", "Cl", "N", "H", "N", "N", "C", "C", "H", "C", "Cl", "C", "H"],
  "coordinates": [[-3.077, -0.099, 0.681], [1.163, -0.481, 0.837], [2.421, 1.101, 1.452], [-1.537, -0.317, -2.697], [4.182, 0.549, 0.095], [-2.949, 0.847, 0.162], [-2.302, -0.271, -1.925], [0.437, -2.170, 2.833], [-2.658, 1.612, 0.878], [-1.873, 1.644, -1.387], [3.267, -0.209, -1.067], [1.617, 1.570, -0.387], [-3.901, 1.129, -0.284], [-3.244, 0.022, -2.384], [1.416, -2.230, 2.374], [-0.088, 2.839, -1.833], [-1.924, 0.727, -0.898], [-2.426, -1.254, -1.481], [1.865, -1.501, 1.448], [3.350, -0.036, -0.057], [-0.112, -0.477, 0.374], [2.096, 0.622, 0.512], [2.100, -2.976, 2.753], [-0.567, 0.581, -0.387], [-1.073, -1.868, 0.693], [0.399, 1.584, -0.773], [3.420, -0.938, 0.468]],
  "forces_ev_per_angstrom": [[0.09, 0.00, -0.13], [-0.20, 0.44, -0.04], [0.00, -0.25, -0.25], [0.07, 0.10, 0.07], [-0.21, -0.12, 0.01], [-0.76, 0.24, 0.68], [-0.31, -0.59, -0.81], [-0.08, 0.13, -0.07], [0.12, 0.02, -0.09], [-0.22, -0.36, 0.17], [-0.05, 0.04, 0.25], [-0.43, 0.47, -0.61], [0.07, -0.02, -0.13], [0.00, 0.12, 0.10], [-0.34, -0.10, 0.39], [-0.05, 0.04, -0.08], [0.28, 0.30, -0.09], [0.03, 0.13, 0.09], [0.69, -0.49, -0.11], [0.19, -0.09, -0.06], [-0.35, 0.18, -0.42], [-0.33, 0.00, 0.45], [0.12, -0.06, 0.02], [0.30, -0.38, 0.34], [0.28, 0.47, -0.09], [0.96, -0.44, 0.65], [0.15, 0.25, -0.24]],
  "smiles": "C=NN1C(Cl)=C([NH+](C)C)C(Cl)=N[C@@H]1[NH3+]",
  "charge": 2,
  "de_lowest_kcal_mol": 0.0,
  "e_homo_ev": -16.364,
  "lumo_ev": -7.670,
  "mol_weight_g_mol": 238.12
}

{
  "formula": "C7H13ClI2N2OPYb",
  "method": "wB97M-V/def2-TZVPD",
  "symbols": ["C", "H", "H", "N", "Cl", "C", "N", "H", "I", "H", "H", "H", "H", "H", "C", "C", "C", "H", "H", "O", "P", "H", "H", "H", "C", "I", "C", "Yb"],
  "coordinates": [[-0.652, -0.497, 4.843], [1.287, 1.258, -4.211], [0.311, 1.230, 5.851], [0.309, -0.105, 2.828], [3.697, 0.133, 0.177], [-2.452, -0.063, 1.029], [-0.523, -0.913, 3.558], [-1.217, 0.029, -4.275], [-1.646, -1.924, 0.014], [0.496, 2.299, -2.987], [-1.245, -1.021, 5.583], [1.450, 1.592, 3.399], [-1.871, 0.894, -2.854], [2.122, -1.509, -2.664], [0.147, 0.634, 4.973], [1.120, 1.414, -3.139], [1.145, -1.385, -3.147], [-1.871, -0.873, -2.866], [1.303, -1.204, -4.216], [-3.272, -0.011, 1.873], [0.307, 0.003, -2.318], [-0.923, -1.729, 3.110], [2.090, 1.556, -2.650], [0.535, -2.280, -2.996], [-1.307, 0.012, -3.179], [-1.408, 1.712, -0.001], [0.733, 0.840, 3.706], [1.334, -0.096, 0.560]],
  "forces_ev_per_angstrom": [[0.80, 0.43, -0.80], [-0.22, -0.08, 0.27], [-0.05, 0.00, 0.11], [0.48, 0.02, 0.14], [-1.06, -0.07, 0.15], [-1.33, 0.23, 0.99], [0.16, 0.27, -0.11], [0.31, -0.05, 0.43], [-0.31, 0.56, 1.01], [0.23, 0.11, -0.09], [0.01, 0.01, -0.28], [-0.13, 0.02, 0.10], [0.02, -0.18, -0.25], [-0.07, -0.22, -0.23], [0.19, -0.12, -0.80], [0.24, 0.24, 0.57], [0.15, -0.16, 0.36], [-0.02, 0.16, -0.29], [-0.17, -0.05, 0.23], [2.38, -0.13, -2.36], [1.16, -0.23, -1.39], [0.00, 0.14, 0.29], [-0.06, 0.23, -0.23], [0.26, -0.10, -0.13], [-0.57, -0.03, 0.75], [-0.71, -0.29, 1.37], [-0.72, -0.82, 0.35], [-0.97, 0.09, -0.13]],
  "charge": 2,
  "spin_multiplicity": 2,
  "e_homo_ev": [-16.133, -16.139],
  "s2": 0.751,
  "lumo_ev": [-9.290, -9.436],
  "mol_weight_g_mol": 634.47
}

{
  "formula": "C7H13ClOS",
  "method": "wB97M-V/def2-TZVPD",
  "symbols": ["H", "H", "H", "C", "H", "O", "H", "H", "H", "S", "H", "C", "C", "H", "H", "C", "Cl", "H", "C", "C", "H", "H", "C"],
  "coordinates": [[-3.170, -0.454, -0.742], [1.036, -1.300, -2.108], [2.399, 1.909, 1.350], [-0.033, -0.034, -0.761], [3.827, -0.568, 0.388], [-1.540, 1.359, 1.955], [-2.417, 1.147, -0.830], [-3.817, 0.976, 0.176], [3.194, 0.977, 2.484], [-2.013, 0.100, 1.334], [1.612, 0.448, -1.985], [1.214, -0.449, -1.381], [2.450, 0.794, 1.665], [2.842, -1.431, -1.209], [-0.612, 0.864, -1.128], [2.202, -0.969, -0.469], [1.414, -0.335, 2.681], [1.844, -1.658, 0.294], [-0.403, -0.569, 0.422], [-2.997, 0.466, -0.148], [0.005, -1.364, 1.036], [3.318, 0.855, -0.435], [2.973, 0.110, 0.305]],
  "forces_ev_per_angstrom": [[-0.24, 0.43, 0.70], [-0.27, 1.15, 0.24], [-2.24, -1.70, 0.87], [-1.89, 0.62, 2.49], [0.74, 0.87, 1.38], [-0.54, 0.39, -0.06], [-0.58, -0.47, 0.79], [-2.55, 1.08, 0.79], [0.28, -0.75, -1.32], [2.12, -0.93, -1.07], [-0.26, -1.46, 0.70], [-1.28, 0.69, -3.46], [2.60, 0.57, -0.79], [1.10, -0.60, 0.78], [0.79, -1.30, 0.18], [0.77, 0.72, 1.02], [0.14, 1.34, -0.38], [-0.10, -0.47, -0.52], [-2.85, 1.03, -0.71], [3.36, -0.71, -1.87], [0.05, 0.16, -0.70], [-0.38, 0.13, 0.61], [1.20, -0.78, 0.34]],
  "charge": 0,
  "de_lowest_kcal_mol": 35.7,
  "e_homo_ev": -8.695,
  "lumo_ev": 0.742,
  "mol_weight_g_mol": 180.70
}